The following is a quantum chemistry calculation of a 20-piece molecular cluster, C38H90N14O40 overall at a distorted geometry, from the Open Molecules 2025 dataset.

The HOMO-LUMO gap comes out at 9.12 eV. The energy above the lowest of the compared OMol25 structures with the same formula, charge and spin is 365.2 kJ/mol.

The geometry in ORCA input format:
```
! RIJCOSX wB97M-V def2-TZVPD def2/J DEFGRID3
* xyz 0 1
C 26.0932 0.4300 6.7064
N 26.1072 1.7876 7.3907
O 26.3260 1.9011 8.5972
O 26.1870 2.7416 6.6072
H 25.5597 -0.2214 7.3987
H 27.1091 0.1132 6.4704
H 25.5157 0.4818 5.7835
C 34.3290 4.1990 2.0609
N 33.0622 3.5722 1.5233
O 32.0970 3.4653 2.2611
O 33.0891 3.1445 0.3990
H 35.0065 3.3468 2.1144
H 34.0974 4.7290 2.9848
H 34.6498 4.8507 1.2483
C 27.7449 -2.4964 7.9636
N 27.8612 -3.9600 7.5707
O 27.5710 -4.7702 8.4532
O 28.2292 -4.3054 6.4074
H 28.6931 -2.2917 8.4609
H 26.8541 -2.4981 8.5917
H 27.6934 -1.8163 7.1134
C 32.4124 3.5466 11.0880
N 33.5480 2.9653 11.8689
O 34.2043 3.8307 12.4128
O 33.7336 1.7276 11.7774
H 32.8262 4.3299 10.4529
H 31.8125 4.1053 11.8064
H 31.9357 2.6533 10.6844
C 31.8350 -2.4055 8.6371
N 31.2158 -1.1595 8.1247
O 31.5167 -0.0413 8.5179
O 30.4673 -1.2273 7.0827
H 32.0850 -2.4557 9.6969
H 32.7242 -2.6747 8.0671
H 30.9906 -3.0731 8.4658
C 23.5692 5.4034 -0.0816
N 22.3246 5.4426 0.7183
O 22.1627 6.3167 1.5878
O 21.4279 4.6724 0.4238
H 24.3972 5.9548 0.3639
H 23.4197 5.8019 -1.0851
H 23.8472 4.3519 -0.1535
C 27.9123 7.1415 0.0125
N 26.8000 7.8752 -0.6882
O 26.8014 8.0362 -1.9328
O 25.9334 8.2762 0.0145
H 28.4601 6.6332 -0.7810
H 27.4607 6.4723 0.7449
H 28.5658 7.9015 0.4407
C 34.4655 2.6332 7.2661
N 33.4722 3.5274 6.5638
O 32.9127 4.4558 7.1654
O 33.5455 3.4285 5.3663
H 34.9661 3.3495 7.9177
H 35.1421 2.2660 6.4945
H 34.0362 1.8722 7.9178
C 29.7920 3.8457 -3.3509
N 30.9322 3.1154 -2.6475
O 31.7723 2.5637 -3.4473
O 30.9095 3.0628 -1.4235
H 30.2347 4.7144 -3.8382
H 29.1481 4.2787 -2.5854
H 29.4138 3.0570 -4.0013
C 24.8682 2.4957 3.6850
N 24.3491 2.1660 2.3508
O 24.7459 1.1116 1.9275
O 23.5525 2.9484 1.8593
H 25.8114 1.9529 3.7475
H 24.0702 2.1632 4.3488
H 24.9514 3.5809 3.7458
C 31.3184 -0.6995 3.5577
N 32.8018 -0.5529 3.4628
O 33.3541 0.5146 3.6643
O 33.4714 -1.5094 3.1635
H 31.2669 -1.2546 4.4943
H 30.8629 -1.1552 2.6785
H 30.9869 0.3380 3.6003
C 24.7761 7.8989 3.3451
N 25.9954 7.2209 2.9188
O 27.0836 7.6139 3.0376
O 25.8261 6.0562 2.5652
H 23.8405 7.3476 3.2510
H 24.8028 8.9154 2.9523
H 25.1188 7.9301 4.3793
C 25.7825 -4.1190 4.4295
N 25.9540 -2.6463 4.8202
O 26.5323 -1.8395 4.0701
O 25.6530 -2.4507 5.9889
H 24.7142 -4.3161 4.5189
H 26.3170 -4.6872 5.1909
H 25.9925 -4.3727 3.3905
C 31.5016 6.8096 2.8056
N 31.3187 7.3682 4.1634
O 31.2594 8.5843 4.3052
O 31.2464 6.5450 5.1006
H 31.1199 7.6643 2.2472
H 30.9501 5.8696 2.7834
H 32.5474 6.6335 2.5536
O 23.5296 1.9808 -1.9407
C 23.9853 0.9308 -2.3652
O 25.0925 0.8187 -3.0589
C 26.0603 1.8484 -3.1015
C 26.6895 2.0174 -1.7037
C 23.3121 -0.4041 -2.0790
H 25.6170 2.8280 -3.2806
H 26.8641 1.5658 -3.7813
H 27.5190 2.7163 -1.8108
H 27.0814 1.0726 -1.3268
H 25.9647 2.3835 -0.9765
H 22.8008 -0.6279 -3.0153
H 22.5569 -0.2356 -1.3112
H 23.8662 -1.2512 -1.6747
O 28.7481 1.4046 2.9494
C 28.6560 2.5348 3.3531
O 29.0871 2.9920 4.5428
C 29.8659 2.1476 5.4540
C 29.6297 2.7399 6.8695
C 27.9260 3.4818 2.5062
H 30.9386 1.9845 5.3502
H 29.3467 1.1944 5.3552
H 28.6599 3.2375 6.8749
H 30.4478 3.4496 6.9919
H 29.6921 1.9470 7.6148
H 27.6299 2.9669 1.5922
H 28.6024 4.2996 2.2575
H 27.1254 3.8586 3.1427
O 28.0223 2.0608 13.7682
C 28.4285 3.1945 13.5392
O 28.5013 3.7922 12.2341
C 27.8323 3.1029 11.1777
C 28.7259 1.9379 10.7047
C 28.7881 4.2264 14.6117
H 27.8670 3.8554 10.3899
H 26.8550 2.7904 11.5456
H 29.1685 1.3055 11.4743
H 29.5975 2.3643 10.2082
H 28.1825 1.1482 10.1858
H 27.9131 4.2188 15.2617
H 29.2005 5.1592 14.2272
H 29.5494 3.8421 15.2907
O 29.7243 -1.4830 11.1634
C 28.7930 -2.2071 11.6477
O 28.7472 -3.4993 11.5732
C 29.7189 -4.3037 10.8841
C 30.6021 -4.9571 11.9449
C 27.6378 -1.7204 12.4696
H 30.3606 -3.7574 10.1929
H 29.2394 -5.1259 10.3529
H 30.2674 -5.9222 12.3254
H 30.9095 -4.3140 12.7695
H 31.5506 -5.2426 11.4901
H 27.5825 -2.1418 13.4733
H 26.7638 -1.8856 11.8397
H 27.8054 -0.6486 12.5761
O 31.3897 7.2371 11.4647
C 30.6120 7.0568 10.5530
O 29.3016 7.0067 10.6120
C 28.6813 7.2858 11.8593
C 28.3472 8.7137 12.0756
C 30.9951 6.5470 9.1490
H 29.3299 7.0574 12.7049
H 27.8590 6.5921 12.0349
H 28.0510 8.8908 13.1096
H 27.5521 9.0192 11.3955
H 29.2481 9.3022 11.9027
H 32.0664 6.3660 9.0621
H 30.7683 7.2775 8.3724
H 30.4627 5.7536 8.6244
O 27.4439 6.1915 8.2345
C 27.1120 6.0992 7.0574
O 25.9416 5.8184 6.5484
C 24.6867 5.8960 7.2867
C 23.7796 4.6333 7.0607
C 28.1495 5.9772 5.9988
H 24.2275 6.8793 7.1859
H 24.8111 5.9682 8.3672
H 22.7723 4.8364 7.4245
H 24.2101 3.7649 7.5594
H 23.7026 4.4166 5.9953
H 27.9819 5.0282 5.4896
H 29.1412 6.2506 6.3592
H 27.9283 6.6822 5.1975
*
```